No. 1
{"formula": "C12H28F6O10V", "method": "ωB97M-V/def2-TZVPD", "e_above_lowest_kcal_mol": 209.54, "energy_ev": -75356.74087, "total_charge": -1, "homo_lumo_gap_ev": 1.61, "symbols": ["O", "V", "O", "C", "O", "O", "C", "F", "F", "F", "C", "C", "H", "H", "H", "H", "H", "H", "C", "O", "O", "C", "F", "F", "F", "C", "C", "H", "H", "H", "H", "H", "H", "C", "O", "H", "H", "H", "H", "C", "O", "H", "H", "H", "H", "C", "O", "H", "H", "H", "H", "C", "O", "H", "H", "H", "H"], "coordinates": [[0.416, -0.958, 3.130], [0.419, -0.535, 1.575], [1.899, -0.102, 1.157], [-4.224, 0.051, -0.208], [-4.066, -0.307, 1.145], [-2.917, -0.078, -0.689], [-5.487, -0.544, -0.938], [-5.635, -1.825, -0.651], [-6.641, 0.096, -0.585], [-5.419, -0.487, -2.256], [-5.149, 0.147, 1.997], [-4.869, -0.090, 3.464], [-4.680, -1.152, 3.626], [-4.114, 0.583, 3.871], [-5.751, 0.160, 4.055], [-6.073, -0.377, 1.753], [-5.344, 1.219, 1.995], [-4.470, 1.109, -0.118], [3.738, 3.445, -5.362], [2.504, 4.109, -5.032], [3.390, 2.548, -6.386], [4.983, 4.343, -5.570], [6.094, 3.675, -5.519], [4.954, 4.898, -6.783], [5.078, 5.296, -4.653], [2.284, 4.512, -3.640], [0.856, 4.908, -3.394], [0.669, 5.372, -2.426], [0.546, 5.528, -4.236], [0.248, 4.006, -3.321], [2.927, 5.301, -3.250], [2.403, 3.587, -3.076], [4.002, 2.905, -4.452], [2.333, -5.157, 6.249], [3.315, -4.135, 6.370], [1.496, -4.914, 6.904], [2.030, -5.244, 5.206], [2.790, -6.102, 6.545], [3.597, -4.076, 7.285], [-0.204, 4.274, 3.636], [-0.656, 3.321, 2.709], [-1.066, 4.731, 4.122], [0.532, 3.880, 4.338], [0.270, 5.174, 3.246], [-1.433, 3.723, 2.314], [-1.342, -5.477, 1.110], [-0.339, -4.534, 0.695], [-2.137, -5.532, 0.367], [-0.930, -6.472, 1.275], [-1.820, -5.198, 2.050], [0.120, -4.911, -0.060], [3.537, -3.733, -3.352], [2.932, -4.884, -2.771], [4.597, -3.628, -3.121], [3.371, -3.904, -4.415], [2.993, -2.865, -2.979], [3.444, -5.678, -2.944]], "atomic_forces_ev_per_a": [[0.16, 0.88, -3.09], [1.29, -0.04, 1.75], [-2.44, -0.77, 0.81], [3.60, 1.92, -0.15], [-2.20, -0.42, 2.31], [-2.27, -0.55, -0.57], [1.29, -0.26, 0.46], [-0.51, -1.25, 0.61], [0.35, -0.04, 0.09], [0.21, 0.59, -0.78], [0.27, -0.38, 0.38], [-0.05, -0.46, 0.15], [0.44, 0.10, 0.30], [0.49, -0.39, -0.19], [-0.33, -0.05, -0.17], [-0.08, 0.04, -0.20], [0.12, 0.32, -1.10], [-0.43, 0.77, -0.59], [-2.21, -3.24, -1.59], [-0.15, 2.28, 1.25], [2.03, 2.30, 2.01], [-2.59, -0.29, -1.51], [1.84, -1.53, 0.37], [-0.01, 0.97, -0.55], [-0.04, 1.19, 0.82], [0.41, -1.29, -0.49], [-0.60, -0.45, -0.58], [0.46, 0.49, -0.09], [-0.43, 0.14, 0.24], [-0.23, 0.00, -0.58], [0.50, -0.07, -0.40], [0.70, 0.01, 0.46], [0.36, -0.52, 0.70], [0.59, 0.10, 0.46], [0.10, 0.26, -0.44], [-0.31, -0.26, -0.20], [-0.04, 0.26, 0.14], [-0.27, -0.29, 0.04], [-0.07, -0.06, 0.00], [-0.11, 1.20, 0.60], [0.31, -0.05, -0.20], [-0.05, -0.38, 0.78], [-0.43, -0.45, 0.02], [0.37, -0.15, -0.92], [-0.07, -0.32, -0.33], [-0.03, 0.03, -0.33], [-0.40, -0.20, 0.69], [-0.03, -0.08, -0.09], [0.17, -0.07, -0.13], [0.36, 0.51, -0.04], [0.00, 0.00, -0.10], [-0.45, -0.80, -0.49], [-0.21, -0.22, 1.11], [0.03, -0.04, 0.03], [0.39, 0.95, -0.27], [0.06, -0.08, -0.21], [0.15, 0.19, -0.14]]}

---

No. 2
{"formula": "C12H15N3O5", "method": "ωB97M-V/def2-TZVPD", "e_above_lowest_kcal_mol": 70.73, "smiles": "CCOC(=O)c1ccc(NNC(=O)CC)c([N+](=O)[O-])c1", "energy_ev": -27392.59303, "homo_lumo_gap_ev": 8.50, "symbols": ["C", "C", "O", "C", "O", "C", "C", "C", "C", "N", "N", "C", "O", "C", "C", "C", "N", "O", "O", "C", "H", "H", "H", "H", "H", "H", "H", "H", "H", "H", "H", "H", "H", "H", "H"], "coordinates": [[1.910, -5.841, -1.227], [0.887, -5.036, -2.015], [0.973, -3.643, -1.711], [0.336, -3.226, -0.609], [-0.304, -3.948, 0.114], [0.504, -1.769, -0.386], [1.311, -0.972, -1.208], [1.421, 0.373, -0.974], [0.752, 1.002, 0.093], [0.901, 2.356, 0.230], [-0.072, 3.173, 0.785], [-1.308, 3.252, 0.194], [-1.523, 2.754, -0.886], [-2.298, 4.064, 0.997], [-1.915, 5.544, 0.999], [-0.002, 0.178, 0.953], [-0.608, 0.642, 2.162], [-1.600, 0.071, 2.561], [-0.071, 1.565, 2.757], [-0.143, -1.182, 0.684], [1.861, -6.884, -1.527], [1.698, -5.771, -0.163], [2.913, -5.464, -1.414], [-0.125, -5.386, -1.788], [1.074, -5.102, -3.089], [1.828, -1.425, -2.039], [2.020, 0.987, -1.631], [1.388, 2.794, -0.546], [0.025, 3.329, 1.785], [-2.330, 3.685, 2.021], [-3.280, 3.934, 0.543], [-2.655, 6.117, 1.552], [-1.877, 5.923, -0.020], [-0.943, 5.695, 1.462], [-0.750, -1.788, 1.341]], "atomic_forces_ev_per_a": [[-0.21, 0.34, -0.09], [-0.07, -0.58, 0.05], [0.14, 0.30, -0.07], [-0.14, 0.00, 0.19], [0.02, -0.03, -0.04], [0.03, 0.22, 0.06], [-0.16, -0.04, 0.18], [-0.06, 0.08, 0.12], [-0.31, -0.39, 0.29], [0.20, 0.72, -0.06], [0.54, -0.06, 0.05], [-0.09, 0.06, 0.07], [-0.16, -0.06, -0.23], [-0.06, 0.05, -0.13], [-0.08, -0.08, 0.05], [0.54, -0.49, -1.11], [-0.28, 0.32, 0.61], [-0.18, -0.05, 0.07], [0.13, -0.18, 0.35], [0.05, -0.04, -0.07], [0.02, -0.13, -0.02], [0.01, -0.04, 0.06], [0.10, -0.02, -0.02], [0.15, 0.07, -0.13], [-0.07, 0.03, 0.13], [0.06, 0.00, -0.08], [0.03, 0.08, -0.08], [-0.22, -0.08, 0.25], [-0.04, -0.08, -0.45], [-0.05, -0.05, 0.03], [0.09, -0.11, 0.04], [-0.02, 0.09, 0.03], [0.03, 0.08, -0.07], [0.06, 0.09, 0.02], [0.01, -0.01, 0.00]]}

---

So what do the calculations give for E_HOMO? Going down the list: -3.84, -8.97 eV.